ORCA calculation (the ωB97M-V functional and the def2-TZVPD basis) on a molecular structure, C33H20IrN10S.

Calculated total energy = -63109.9307 eV
⟨S²⟩ = 0.757
Charge = +2
E_HOMO (spin up / spin down) = -12.69 / -12.69 eV
E_LUMO (spin up / spin down) = -8.60 / -8.50 eV
Gap between HOMO and LUMO (spin up / spin down) = 0.150 / 0.154 Eh
Spin multiplicity = 2
Energy above the lowest of the compared OMol25 structures with the same formula, charge and spin = 0.858 eV

Positions of all 65 atoms, in Å:
Ir 0.13835 0.50817 -0.26519
C 5.86137 -2.30961 1.15863
C 5.30938 -3.41119 0.52222
C 4.06362 -3.33541 -0.10690
C 3.40941 -2.12547 -0.06592
C 2.11124 -1.70135 -0.57876
N 1.30358 -2.43535 -1.30700
C 0.08135 -2.10550 -1.64756
C -0.73836 -2.84228 -2.58566
C -0.44489 -3.91622 -3.40349
C -1.44482 -4.35234 -4.26769
C -2.69136 -3.73140 -4.29319
C -2.98818 -2.65379 -3.46430
C -1.99537 -2.21184 -2.60866
C -1.91350 -1.10149 -1.67989
N -2.90662 -0.29468 -1.36353
C -2.79140 0.81524 -0.67411
N -1.61416 1.41505 -0.31941
C -1.89250 2.60469 0.30750
N -0.99839 3.49166 0.66404
C 0.30528 3.30566 0.65562
N 0.92586 2.07847 0.59906
C 2.28445 2.27315 0.72254
N 3.18706 1.31909 0.79776
C 2.99796 0.07096 0.43695
N 1.88912 -0.39993 -0.21634
C 3.96280 -1.01520 0.58238
C 5.19203 -1.08333 1.19869
C 2.55593 3.69244 0.80686
C 3.74068 4.40221 0.82653
C 3.65634 5.79214 0.81036
C 2.42353 6.43850 0.78321
C 1.22880 5.72387 0.75904
C 1.30897 4.34423 0.76485
C -3.34117 2.74872 0.43528
C -4.12733 3.69291 1.05772
C -5.51040 3.49372 1.03586
C -6.06853 2.39077 0.40701
C -5.26711 1.43485 -0.22344
C -3.90494 1.63144 -0.19232
N -0.64887 -1.05194 -1.14304
H 6.82850 -2.40310 1.63366
H 5.85353 -4.34568 0.51267
H 3.62322 -4.18964 -0.60304
H 0.53154 -4.38020 -3.36800
H -1.25384 -5.17822 -4.93914
H -3.44389 -4.09870 -4.97786
H -3.95902 -2.17741 -3.49495
H 5.61585 -0.22247 1.69829
H 4.69221 3.88811 0.84894
H 4.56222 6.38259 0.81310
H 2.39868 7.51966 0.77455
H 0.26941 6.22296 0.72842
H -3.68870 4.55057 1.55007
H -6.15787 4.21339 1.51797
H -7.14285 2.26676 0.40529
H -5.69756 0.57183 -0.71329
N -0.99502 -3.42668 3.93664
C -0.87468 -3.61575 2.62173
N -1.88047 -4.21747 1.97192
S 0.51453 -3.11734 1.79506
H -1.79736 -3.74014 4.45717
H -0.23038 -3.01581 4.43906
H -2.66935 -4.61530 2.45604
H -1.74788 -4.46160 1.00998

Atomic partial charges in e from the Löwdin method, atoms 1 to 4: 1.353 -0.020 -0.017 0.039

ORCA calculation (the ωB97M-V functional and the def2-TZVPD basis) on a molecular structure, C2H5N3OS at a distorted geometry.

Calculated total energy = -19504.4219 eV
E_HOMO = -9.38 eV
E_LUMO = 0.44 eV
Gap between HOMO and LUMO = 0.361 Eh
Spin multiplicity = 1
Energy above the lowest of the compared OMol25 structures with the same formula, charge and spin = 4.529 eV

Positions of all 12 atoms, in Å:
C 0.48803 -0.32564 0.01813
C 0.40021 1.20955 -0.43469
H -2.14324 -1.19149 1.15434
H -1.76963 0.50459 1.04215
H 2.42726 -0.05745 0.50309
H 1.85147 -1.93373 -0.14089
H -1.55280 0.51935 -1.33595
N -1.64453 -0.44274 0.49684
N -0.32978 -1.05661 0.60655
N 1.80748 -0.89333 -0.34865
O 1.38477 1.85386 -0.22133
S -0.91922 1.81366 -1.33960

Atomic partial charges in e from the Löwdin method, atoms 1 to 4: -0.455 -0.813 0.122 0.108

ORCA calculation (the ωB97M-V functional and the def2-TZVPD basis) on 11 unconnected molecules or ions with the total composition C27H81N15O11 at a distorted geometry.

Calculated total energy = -74182.5673 eV
E_HOMO = -8.99 eV
E_LUMO = 0.23 eV
Gap between HOMO and LUMO = 0.339 Eh
Spin multiplicity = 1
SMILES = COC[C@H](C)N.COC[C@H](C)N.COC[C@H](C)N.COC[C@H](C)N.COC[C@H](C)N.NC(N)=O.NC(N)=O.NC(N)=O.NC(N)=O.NC(N)=O.CCO

Positions of all 134 atoms, in Å:
C 4.81610 -2.32579 -2.72038
O 6.10090 -3.05203 -2.89760
C 6.51886 -3.35848 -4.20596
C 7.82761 -4.16631 -3.98766
C 8.97531 -3.15492 -4.12165
N 8.03521 -5.20447 -4.98448
H 4.68000 -1.79604 -3.66322
H 4.76331 -1.65732 -1.86105
H 3.96678 -3.00632 -2.66012
H 5.70492 -3.88859 -4.70051
H 6.64158 -2.40346 -4.71681
H 7.83644 -4.54468 -2.96547
H 9.08878 -2.74517 -5.12531
H 9.92722 -3.65423 -3.94088
H 8.93838 -2.28636 -3.46413
H 8.69502 -5.91437 -4.70025
H 8.36215 -4.81674 -5.85791
C 4.75104 -3.68178 2.22211
O 4.29033 -4.96672 2.39546
C 4.45120 -5.89204 1.30427
C 3.63986 -7.13511 1.60494
C 4.24050 -8.06265 2.72954
N 3.36515 -7.90196 0.41440
H 4.42376 -3.05920 3.05479
H 4.19259 -3.13804 1.46015
H 5.83768 -3.70279 2.13921
H 4.17370 -5.54651 0.30841
H 5.47202 -6.26900 1.24164
H 2.65685 -6.76368 1.89449
H 4.07116 -7.70257 3.74431
H 5.31045 -8.24654 2.63216
H 3.92489 -9.09666 2.86847
H 2.88965 -8.78872 0.50183
H 2.59403 -7.40230 -0.00490
C -9.72647 1.73939 1.67606
O -8.30488 1.83830 1.90603
C -7.72048 1.81770 3.19869
C -6.23041 2.29118 3.07712
C -5.39305 1.30932 2.27269
N -5.67190 2.48679 4.43239
H -9.84190 1.82236 0.59537
H -10.28334 2.57922 2.09163
H -10.09375 0.77181 2.01811
H -8.23125 2.58555 3.77974
H -7.87864 0.90971 3.78061
H -6.14230 3.20631 2.49157
H -5.72141 1.22179 1.23701
H -5.54200 0.34514 2.75877
H -4.33141 1.54503 2.34661
H -6.50494 2.29831 4.97148
H -5.13099 1.67238 4.68584
C -5.00973 9.22039 -2.41984
O -4.95095 7.82853 -2.63653
C -3.75543 7.18902 -2.13511
C -3.55936 5.76980 -2.63783
C -2.64337 4.93475 -1.83993
N -3.38373 5.78207 -4.06695
H -4.89144 9.35380 -1.34452
H -5.99817 9.45579 -2.81440
H -4.32585 9.79160 -3.04765
H -2.87296 7.75714 -2.42935
H -3.76180 7.36242 -1.05901
H -4.53357 5.29019 -2.54303
H -3.07481 4.09029 -1.30249
H -2.06727 5.54862 -1.14756
H -1.92994 4.43682 -2.49657
H -4.16922 6.36536 -4.31767
H -2.60328 6.33732 -4.38741
C -3.89816 -8.93002 0.57599
O -3.58975 -7.50913 0.34066
C -2.30606 -7.32075 -0.10340
C -2.07394 -5.89086 -0.66138
C -3.06172 -5.58406 -1.81359
N -0.70241 -5.66152 -1.21108
H -3.61118 -9.66989 -0.17123
H -4.98615 -8.95505 0.63725
H -3.53362 -9.26534 1.54695
H -1.66650 -7.48332 0.76415
H -2.03168 -7.99828 -0.91196
H -2.15938 -5.19341 0.17191
H -2.73329 -6.23965 -2.62009
H -2.99560 -4.55970 -2.18022
H -4.06512 -5.85885 -1.48835
H -0.38543 -6.36665 -1.86102
H -0.71997 -4.81270 -1.75816
N -3.46798 6.10642 3.55729
C -2.24695 5.84262 3.11812
N -1.95593 4.67792 3.55017
O -1.50992 6.56657 2.49549
H -3.73592 7.07662 3.47349
H -3.96666 5.42319 4.10921
H -2.77525 4.20695 3.90654
H -1.17070 4.18574 3.14858
N -4.02263 2.01172 -6.25523
C -3.60051 0.90724 -5.70457
N -2.81145 1.15008 -4.70232
O -3.73020 -0.19447 -6.14234
H -4.72595 1.90298 -6.97190
H -3.62480 2.87248 -5.90749
H -2.97012 2.02504 -4.22340
H -2.59988 0.40354 -4.05578
N 0.03630 0.89336 0.06742
C -0.05451 -0.36236 -0.22677
N 0.17508 -1.10419 0.80623
O -0.40387 -0.67705 -1.33623
H 0.50088 1.06083 0.94846
H 0.09014 1.49925 -0.73886
H 0.20431 -2.08241 0.55656
H 0.52553 -0.73263 1.67756
N 7.14527 1.11766 1.92453
C 5.94210 1.74335 1.98640
N 5.53631 1.92785 0.75605
O 5.30517 2.00557 2.99081
H 7.51510 0.90071 2.83900
H 7.71060 1.01398 1.09402
H 6.07183 1.78484 -0.08826
H 4.59820 2.28472 0.64337
N 3.93272 6.08391 -1.07502
C 2.80322 6.06424 -0.51562
N 2.14943 7.21956 -0.43157
O 2.32169 5.07470 -0.09320
H 4.44682 5.23673 -0.87987
H 4.31055 6.93915 -1.45701
H 2.49164 8.16707 -0.50385
H 1.21753 7.00029 -0.10972
C 1.66705 2.58692 6.20309
C 1.08798 1.44857 5.28301
O 1.61234 1.38179 4.04600
H 2.74843 2.45351 6.23358
H 1.39160 2.30353 7.21892
H 1.45474 3.64268 6.03457
H 0.01027 1.31576 5.18813
H 1.52561 0.53664 5.68916
H 2.48190 1.78392 3.98470

Atomic partial charges in e from the Löwdin method, atoms 1 to 4: -0.049 -0.228 -0.215 -0.398

ORCA calculation (the ωB97M-V functional and the def2-TZVPD basis) on 2 unconnected molecules or ions with the total composition C5H13N3O at a distorted geometry.

Calculated total energy = -11910.8998 eV
E_HOMO (spin up / spin down) = -7.88 / -7.88 eV
E_LUMO (spin up / spin down) = -0.10 / -0.10 eV
Gap between HOMO and LUMO (spin up / spin down) = 0.286 / 0.286 Eh
Spin multiplicity = 1
Energy above the lowest of the compared OMol25 structures with the same formula, charge and spin = 3.717 eV
SMILES = CN(C)C=O.C/N=C/N

Positions of all 22 atoms, in Å:
C 1.99203 0.41430 0.00132
N 0.60596 0.81508 -0.18603
C 0.27514 2.14460 0.29398
C -0.08489 0.32845 -1.41370
O 0.55420 -0.02316 -2.40734
H 2.15176 -0.56698 -0.44244
H 2.19810 0.36108 1.07293
H 2.66367 1.14394 -0.46012
H 0.58610 2.24070 1.33701
H -0.80055 2.31693 0.22469
H 0.78027 2.90581 -0.31070
H -1.02640 0.89787 -1.52412
C -1.31861 -0.48998 1.75483
N -0.43413 -1.12873 0.79873
C -0.97365 -1.41407 -0.38723
N -0.50792 -2.52232 -1.10326
H -1.84036 -1.26636 2.32365
H -0.72058 0.08459 2.46529
H -2.06344 0.16797 1.29002
H -2.04143 -1.21372 -0.55215
H -0.33774 -2.30049 -2.08066
H 0.34246 -2.89552 -0.69471

Atomic partial charges in e from the Löwdin method, atoms 1 to 4: -0.082 -0.267 -0.095 -0.314

ORCA calculation (the ωB97M-V functional and the def2-TZVPD basis) on a molecular structure, C2H2LiORb at a distorted geometry.

Calculated total energy = -5009.6049 eV
E_HOMO (spin up / spin down) = -5.34 / -5.34 eV
E_LUMO (spin up / spin down) = -0.50 / -0.50 eV
Gap between HOMO and LUMO (spin up / spin down) = 0.178 / 0.178 Eh
Spin multiplicity = 1

Positions of all 7 atoms, in Å:
O 2.34813 0.05521 0.03842
Rb 1.26044 2.39558 1.04846
Li 1.59972 -1.26613 0.83601
C -0.96093 -0.19395 -0.97316
C -1.65978 -0.40097 0.00210
H -0.44756 0.01908 -1.89904
H -2.14003 -0.60882 0.94720

Atomic partial charges in e from the Löwdin method, atoms 1 to 4: -1.312 0.784 0.521 -0.025

ORCA calculation (the ωB97M-V functional and the def2-TZVPD basis) on 3 unconnected molecules or ions with the total composition C2H7NOS at a distorted geometry.

Calculated total energy = -16556.7418 eV
E_HOMO = -10.63 eV
E_LUMO = -0.88 eV
Gap between HOMO and LUMO = 0.358 Eh
Spin multiplicity = 1
Energy above the lowest of the compared OMol25 structures with the same formula, charge and spin = 4.030 eV

Positions of all 12 atoms, in Å:
C 0.35467 0.18716 -1.50557
C -0.81887 0.30802 -2.06123
N -0.18194 -2.25839 2.78588
O -2.05399 -3.57576 2.22592
S -0.80250 -3.07036 1.68187
H 1.29098 0.57512 -1.83056
H 0.34163 -0.46762 -0.52721
H 2.14781 4.48770 0.22914
H -1.14924 0.89519 -2.95257
H -1.56516 -0.20060 -1.55337
H 0.43465 -1.46757 2.58701
H 2.00197 4.58710 0.92069

Atomic partial charges in e from the Löwdin method, atoms 1 to 4: -0.091 -0.093 -0.308 -0.510